[1]
This record from the Open Molecules 2025 dataset describes a structure of composition C12H16Cl3EuN at a distorted geometry. The level of theory is ωB97M-V with the def2-TZVPD basis set.

Last column: Löwdin charge in e.
Atoms and positions in Å:
Eu  2.6766  0.0517  -0.6479  0.92
Cl  1.5672  -2.2731  -0.2630  -0.29
Cl  2.1125  2.0684  0.8791  -0.34
C  4.7309  -0.4417  -0.0107  -0.52
H  5.3738  0.2862  0.5530  -0.17
H  5.1875  -1.4453  -0.2065  -0.17
C  -0.6713  1.5843  -1.6734  -0.12
C  0.4113  1.0000  -2.0782  -0.26
H  -0.5883  2.4451  -1.0027  0.10
C  0.3959  -0.3193  -2.8011  -0.27
H  1.3871  1.5458  -2.0547  0.06
C  -0.7742  -0.3289  -3.8122  -0.20
H  1.3470  -0.5211  -3.3191  0.10
H  0.2779  -1.1730  -2.1062  0.02
C  -2.1099  0.0789  -3.1732  -0.20
H  -0.5246  0.3968  -4.5989  0.11
H  -0.8692  -1.3060  -4.3079  0.11
C  -2.0541  1.1704  -2.0751  -0.18
H  -2.7861  0.4187  -3.9652  0.10
H  -2.5714  -0.8143  -2.7363  0.10
H  -2.5983  2.0528  -2.4511  0.11
H  -2.6263  0.8209  -1.1994  0.11
Cl  -1.3191  1.9447  5.4307  0.66
C  -0.9131  0.5830  4.4892  -0.69
C  -1.0616  -0.7117  4.9963  -0.11
C  -0.7292  -1.7964  4.1843  -0.06
C  -0.2569  -1.5292  2.8827  -0.16
N  -0.1298  -0.2974  2.4214  0.06
C  -0.4171  0.7589  3.1694  -0.17
H  -1.4289  -0.8398  6.0061  0.10
H  -0.8184  -2.8267  4.5143  0.10
H  0.0308  -2.3359  2.2005  0.06
H  -0.2508  1.7532  2.7558  0.08

The largest force on an atom comes out at 2.782 eV Å⁻¹. The value obtained for the energy above the lowest of the compared OMol25 structures with the same formula, charge and spin is 0.0 kJ/mol. Its spin multiplicity is 7. As for the net charge: -1. As for the HOMO-LUMO gap (spin up / spin down): 4.57 / 4.83 eV. The value obtained for the LUMO energy (spin up / spin down) is 2.6 / 2.6 eV.

=====

[2]
This record from the Open Molecules 2025 dataset describes an isolated molecule of C12H16F3N5OS at a distorted geometry. The level of theory is ωB97M-V with the def2-TZVPD basis set.

Last column: Löwdin charge in e.
Atoms and positions in Å:
C  -3.3944  -3.1960  0.5191  -0.06
C  -2.6762  -2.0856  -0.2450  -0.36
C  -3.1477  -2.0694  -1.6991  -0.06
C  -2.8937  -0.6994  0.4132  -0.45
C  -2.4698  -0.6685  1.8905  0.00
C  -4.3046  -0.3485  0.3354  -0.19
N  -5.4263  -0.1408  0.2790  0.21
N  -2.1101  0.2750  -0.3413  0.11
C  -2.2483  1.6020  -0.1808  -0.56
O  -3.0788  2.1413  0.5134  0.07
C  -1.2407  2.4078  -1.0079  -0.34
S  0.3013  2.7068  -0.0877  1.02
C  1.0977  1.1866  -0.2913  -0.60
N  0.6151  0.1132  -0.8808  0.01
N  1.5394  -0.8440  -0.8261  0.11
C  2.5798  -0.3585  -0.2133  -0.20
C  3.8476  -1.0840  0.0722  -0.57
F  4.9057  -0.4735  -0.4951  0.14
F  4.1098  -1.1144  1.3937  0.14
F  3.8318  -2.3370  -0.3586  0.18
N  2.3624  0.9434  0.1563  -0.04
C  3.2512  1.8334  0.8505  0.00
H  -3.2961  -4.1324  -0.0247  0.08
H  -2.9720  -3.3389  1.5099  0.07
H  -4.4535  -2.9667  0.6175  0.09
H  -1.5969  -2.2797  -0.2254  0.14
H  -2.6599  -1.2808  -2.2667  0.07
H  -2.9168  -3.0207  -2.1721  0.08
H  -4.2233  -1.9121  -1.7459  0.08
H  -2.5263  0.3553  2.2549  0.09
H  -3.1294  -1.2815  2.4974  0.09
H  -1.4476  -1.0303  1.9866  0.09
H  -1.2642  -0.0730  -0.7896  0.09
H  -1.6475  3.4022  -1.1889  0.09
H  -0.9794  1.9160  -1.9427  0.08
H  3.4602  1.4501  1.8507  0.11
H  4.1892  1.9268  0.3014  0.10
H  2.7749  2.8089  0.9273  0.07

The largest force on an atom comes out at 1.497 eV Å⁻¹. The value obtained for the energy above the lowest of the compared OMol25 structures with the same formula, charge and spin is 0.0 kJ/mol. The SMILES is CC(C)[C@](C)(C#N)NC(=O)CSc1nnc(C(F)(F)F)n1C. As for the HOMO-LUMO gap: 9.68 eV. The value obtained for the LUMO energy is 0.3 eV.

=====

[3]
This record from the Open Molecules 2025 dataset describes an isolated molecule of C12H16F5NSi at a distorted geometry. The level of theory is ωB97M-V with the def2-TZVPD basis set.

Last column: Löwdin charge in e.
Atoms and positions in Å:
C  1.1542  -2.3179  -1.3374  -0.07
C  0.7087  -1.1479  -2.2301  -0.29
N  0.3729  0.1152  -1.5797  -0.17
C  1.4436  0.7799  -0.7955  -0.28
C  1.3073  2.2659  -0.4980  -0.08
Si  -1.1622  -0.0120  -0.5998  0.61
C  -2.2481  -1.4793  -1.0796  -0.13
C  -2.0516  1.5023  -1.1995  -0.16
C  -0.7151  0.0741  1.1996  -0.10
C  -0.4439  1.3229  1.7544  -0.18
F  -1.0092  2.4311  1.1651  0.04
C  0.4179  1.3594  2.8621  -0.12
F  1.1618  2.4593  3.0622  0.11
C  0.7648  0.1810  3.5213  -0.13
F  1.2823  0.3207  4.7383  0.14
C  0.4137  -1.0416  2.9808  -0.11
F  0.6983  -2.1280  3.7301  0.11
C  -0.3181  -1.1015  1.7939  -0.20
F  -0.5750  -2.2913  1.2050  0.05
H  1.0830  -3.2850  -1.8331  0.08
H  2.1525  -2.1280  -0.9593  0.07
H  0.5590  -2.4258  -0.4533  0.03
H  1.4488  -1.0127  -2.9760  0.10
H  -0.1975  -1.4185  -2.7648  0.08
H  1.6252  0.2187  0.1652  0.11
H  2.3901  0.6204  -1.3174  0.11
H  2.1834  2.6142  0.1096  0.10
H  1.2431  2.8304  -1.3993  0.07
H  0.4247  2.5029  0.0771  0.03
H  -2.0359  -2.2631  -0.3220  0.04
H  -3.2934  -1.2456  -1.0650  0.03
H  -2.0271  -1.7626  -2.0906  0.02
H  -2.7990  1.7906  -0.4546  0.04
H  -1.3733  2.3303  -1.2966  0.02
H  -2.5857  1.3414  -2.1132  0.03

The largest force on an atom comes out at 3.061 eV Å⁻¹. The value obtained for the energy above the lowest of the compared OMol25 structures with the same formula, charge and spin is 26.2 kJ/mol. The SMILES is CCN(CC)[Si](C)(C)c1c(F)c(F)c(F)c(F)c1F. As for the HOMO-LUMO gap: 8.64 eV. The value obtained for the LUMO energy is 0.0 eV.

=====

[4]
This record from the Open Molecules 2025 dataset describes a structure of composition C12H16MnN7S6. The level of theory is ωB97M-V with the def2-TZVPD basis set.

Last column: Löwdin charge in e.
Atoms and positions in Å:
Mn  0.0819  -1.3825  -0.2241  0.41
C  -0.0530  3.4626  0.4135  -0.05
N  1.1899  2.7664  0.7004  -0.16
C  2.1646  3.4756  1.4883  -0.07
C  1.2978  1.4375  0.3837  -0.47
N  0.6454  0.8543  -0.5522  0.10
N  2.1486  0.7338  1.2389  0.13
C  2.5352  -0.6024  1.0854  -0.56
N  2.9964  -1.1880  2.2554  0.13
N  2.4373  -1.1739  -0.0502  0.08
H  -0.3368  4.0571  1.2843  0.09
H  -0.8599  2.7483  0.2493  0.05
H  0.0369  4.1344  -0.4467  0.09
H  1.8962  3.5076  2.5526  0.09
H  2.2264  4.5074  1.1356  0.09
H  3.1500  3.0268  1.3822  0.09
H  0.1098  1.5147  -1.1057  0.07
H  2.1408  1.0809  2.1845  0.13
H  2.6246  -0.7683  3.0971  0.09
H  2.7547  -2.1844  2.2433  0.05
H  2.7213  -2.1559  0.0105  0.06
S  2.4870  -8.2481  -1.2766  0.40
C  1.8295  -6.7334  -1.0185  -1.55
S  1.6011  -6.0389  0.5252  0.86
C  0.9419  -4.4926  0.0453  -1.16
C  0.8212  -4.3174  -1.2946  -1.17
S  0.2159  -2.9213  -2.1754  0.43
S  1.3520  -5.6688  -2.2663  0.86
S  0.4835  -3.3818  1.3308  0.44
C  -4.2390  2.7874  -1.2192  -0.04
C  -3.4632  1.5212  -0.9879  -0.36
C  -3.3890  0.5507  -1.9930  -0.04
C  -2.6091  -0.5473  -1.7094  -0.14
N  -2.0241  -0.7099  -0.5269  -0.06
C  -2.1434  0.2674  0.4092  -0.90
S  -1.3158  0.0261  1.8862  0.51
N  -2.8426  1.4103  0.1685  0.08
H  -5.2600  2.5591  -1.5245  0.08
H  -3.7931  3.3816  -2.0191  0.08
H  -4.2604  3.3744  -0.3046  0.07
H  -3.8809  0.6684  -2.9458  0.10
H  -2.4196  -1.3390  -2.4293  0.09

The largest force on an atom comes out at 0.497 eV Å⁻¹. The value obtained for the energy above the lowest of the compared OMol25 structures with the same formula, charge and spin is 19.5 kJ/mol. Its spin multiplicity is 6. As for the net charge: -1. As for the HOMO-LUMO gap (spin up / spin down): 5.86 / 5.92 eV. The value obtained for the LUMO energy (spin up / spin down) is 2.2 / 2.2 eV.

=====

[5]
This record from the Open Molecules 2025 dataset describes a cluster of 2 separate species, C12H16N2 in total at a distorted geometry. The level of theory is ωB97M-V with the def2-TZVPD basis set.

Last column: Löwdin charge in e.
Atoms and positions in Å:
C  0.3020  2.8670  0.0912  -0.11
C  1.2374  3.0939  1.3024  -0.24
C  1.5976  1.8139  1.8382  -0.37
C  1.0725  1.0363  2.9979  0.02
N  1.8294  -0.2648  2.9148  0.03
C  2.6597  -0.1029  1.7588  -0.17
N  2.4411  1.0509  1.1087  0.07
H  -0.6779  2.4214  0.4293  0.09
H  0.7294  2.2614  -0.6259  0.03
H  0.1223  3.9246  -0.3265  0.09
H  2.1032  3.6920  0.9409  0.12
H  0.5878  3.6536  2.1229  0.15
H  0.4374  1.3305  3.7612  0.06
H  1.6447  -0.8832  3.7360  0.14
H  3.1180  -0.9554  1.2623  0.10
C  0.0445  -3.2177  -0.6398  -0.08
C  -0.6822  -2.0544  -1.2476  -0.25
C  -1.7434  -1.3826  -0.4978  -0.07
C  -2.6549  -0.6020  -1.0840  -0.15
C  -2.7077  -0.4607  -2.4660  -0.11
C  -1.6326  -0.9315  -3.2276  -0.07
C  -0.5207  -1.5867  -2.5767  -0.03
H  -0.1411  -4.1198  -1.2270  0.07
H  -0.3067  -3.3441  0.4387  0.09
H  1.1396  -3.2740  -0.4288  0.08
H  -1.8803  -1.5357  0.6667  0.14
H  -3.4566  -0.0142  -0.6170  0.11
H  -3.4584  -0.0204  -3.1240  0.10
H  -1.6080  -0.7514  -4.2648  0.08
H  0.4036  -1.6440  -3.0166  0.07

The largest force on an atom comes out at 7.115 eV Å⁻¹. The value obtained for the energy above the lowest of the compared OMol25 structures with the same formula, charge and spin is 304.6 kJ/mol. The SMILES is CCc1c[nH]cn1.Cc1ccccc1. As for the HOMO-LUMO gap: 8.98 eV. The value obtained for the LUMO energy is 0.8 eV.

=====

[6]
This record from the Open Molecules 2025 dataset describes a cluster of 2 separate species, C12H16N2 in total at a distorted geometry. The level of theory is ωB97M-V with the def2-TZVPD basis set.

Last column: Löwdin charge in e.
Atoms and positions in Å:
C  2.2514  1.7600  0.3705  -0.06
C  1.3606  1.6250  -0.7997  -0.40
C  0.4889  2.5396  -1.2424  -0.04
N  0.2227  2.1592  -2.6230  0.02
C  0.9445  0.9544  -2.8190  -0.20
N  1.6755  0.6921  -1.7631  0.09
H  2.9171  0.9425  0.7287  0.09
H  1.6017  1.8432  1.2540  0.04
H  2.9756  2.5854  0.3961  0.08
H  0.0508  3.4492  -1.0101  0.09
H  -0.3581  2.6238  -3.4345  0.19
H  0.9091  0.4888  -3.8030  0.11
C  -2.5166  -1.3256  -1.0368  -0.12
C  -1.5321  -0.2233  -0.5160  -0.15
C  -0.8361  -0.7549  0.7883  -0.20
C  -0.1818  0.1295  1.6411  -0.05
C  0.7042  -0.5306  2.5310  -0.06
C  0.7217  -1.9578  2.7026  -0.08
C  -0.1882  -2.7721  2.0280  -0.05
C  -0.9600  -2.0937  1.0470  -0.06
H  -3.2827  -1.0160  -1.7221  0.06
H  -3.0474  -1.8630  -0.2467  0.06
H  -1.9687  -2.2042  -1.3955  0.07
H  -0.7691  -0.0111  -1.3107  0.08
H  -2.0294  0.7124  -0.3694  0.09
H  -0.2832  1.1153  1.6155  0.06
H  1.5517  0.1663  2.8818  0.12
H  1.4049  -2.5216  3.3625  0.10
H  -0.2644  -3.7084  2.2529  0.04
H  -1.5626  -2.8045  0.4920  0.09

The largest force on an atom comes out at 8.267 eV Å⁻¹. The value obtained for the energy above the lowest of the compared OMol25 structures with the same formula, charge and spin is 275.9 kJ/mol. The SMILES is Cc1c[nH]cn1.CCc1ccccc1. As for the HOMO-LUMO gap: 9.42 eV. The value obtained for the LUMO energy is 0.8 eV.

=====

Which of these has the highest energy above the lowest of the compared OMol25 structures with the same formula, charge and spin?
number 5

=====

What is the energy above the lowest of the compared OMol25 structures with the same formula, charge and spin in the sixth record?
275.9 kJ/mol

=====

largest force on an atom of number 4 (C12H16MnN7S6)?
0.497 eV Å⁻¹

=====

Repeat the third record exactly.
This record from the Open Molecules 2025 dataset describes an isolated molecule of C12H16F5NSi at a distorted geometry. The level of theory is ωB97M-V with the def2-TZVPD basis set.

Last column: Löwdin charge in e.
Atoms and positions in Å:
C  1.1542  -2.3179  -1.3374  -0.07
C  0.7087  -1.1479  -2.2301  -0.29
N  0.3729  0.1152  -1.5797  -0.17
C  1.4436  0.7799  -0.7955  -0.28
C  1.3073  2.2659  -0.4980  -0.08
Si  -1.1622  -0.0120  -0.5998  0.61
C  -2.2481  -1.4793  -1.0796  -0.13
C  -2.0516  1.5023  -1.1995  -0.16
C  -0.7151  0.0741  1.1996  -0.10
C  -0.4439  1.3229  1.7544  -0.18
F  -1.0092  2.4311  1.1651  0.04
C  0.4179  1.3594  2.8621  -0.12
F  1.1618  2.4593  3.0622  0.11
C  0.7648  0.1810  3.5213  -0.13
F  1.2823  0.3207  4.7383  0.14
C  0.4137  -1.0416  2.9808  -0.11
F  0.6983  -2.1280  3.7301  0.11
C  -0.3181  -1.1015  1.7939  -0.20
F  -0.5750  -2.2913  1.2050  0.05
H  1.0830  -3.2850  -1.8331  0.08
H  2.1525  -2.1280  -0.9593  0.07
H  0.5590  -2.4258  -0.4533  0.03
H  1.4488  -1.0127  -2.9760  0.10
H  -0.1975  -1.4185  -2.7648  0.08
H  1.6252  0.2187  0.1652  0.11
H  2.3901  0.6204  -1.3174  0.11
H  2.1834  2.6142  0.1096  0.10
H  1.2431  2.8304  -1.3993  0.07
H  0.4247  2.5029  0.0771  0.03
H  -2.0359  -2.2631  -0.3220  0.04
H  -3.2934  -1.2456  -1.0650  0.03
H  -2.0271  -1.7626  -2.0906  0.02
H  -2.7990  1.7906  -0.4546  0.04
H  -1.3733  2.3303  -1.2966  0.02
H  -2.5857  1.3414  -2.1132  0.03

The largest force on an atom comes out at 3.061 eV Å⁻¹. The value obtained for the energy above the lowest of the compared OMol25 structures with the same formula, charge and spin is 26.2 kJ/mol. The SMILES is CCN(CC)[Si](C)(C)c1c(F)c(F)c(F)c(F)c1F. As for the HOMO-LUMO gap: 8.64 eV. The value obtained for the LUMO energy is 0.0 eV.